Entry 1:
C20H60BaFeN2O18P as an isolated structure, computed with ωB97M-V/def2-TZVPD.

Its expectation value of S² is 6.009. As for the multiplicity: 5. The charge is +1. Its highest occupied orbital energy (alpha / beta) is -0.4099 / -0.4099 Ha. Its largest force on an atom is 3.8 eV/A. The HOMO-LUMO gap (alpha / beta) comes out at 7.3 / 7.3 eV. The total energy comes out at -105917.74315 eV. The molecular weight comes out at 840.84 g mol⁻¹.

Positions of all 103 atoms, in Å:
Fe -1.169 0.318 -0.309
Ba 1.279 2.222 -3.531
P 1.094 -0.292 -0.852
O 0.693 0.650 0.359
O 0.096 -1.453 -0.635
O 2.523 -0.563 -1.169
O 0.231 0.584 -1.864
C 0.299 -1.359 -4.737
O -0.293 -0.112 -4.302
H 0.510 -1.310 -5.805
H 1.277 -1.511 -4.262
H -0.350 -2.210 -4.534
H -0.202 -0.118 -3.314
C 5.121 1.249 -2.830
O 3.681 1.273 -2.797
H 5.498 2.184 -3.240
H 5.506 1.108 -1.818
H 5.504 0.433 -3.445
H 3.395 0.563 -2.171
C -3.186 3.900 0.877
C -2.315 2.650 0.760
C -2.692 1.683 1.876
O -1.761 0.601 1.779
C -1.964 -0.457 2.705
N -2.546 1.936 -0.540
H -4.219 3.685 0.592
H -2.895 4.683 0.169
H -3.122 4.296 1.889
H -1.247 2.849 0.882
H -3.699 1.274 1.705
H -2.660 2.167 2.854
H -2.726 -1.146 2.342
H -2.180 -0.078 3.708
H -1.005 -0.957 2.844
H -2.309 2.608 -1.268
H -3.546 1.734 -0.652
C -3.560 -2.030 -2.904
C -3.584 -0.822 -1.951
C -5.007 -0.480 -1.614
O -5.119 0.723 -0.902
C -6.443 1.232 -0.987
N -2.772 -1.182 -0.700
H -2.573 -2.190 -3.329
H -4.246 -1.846 -3.738
H -3.880 -2.938 -2.392
H -3.045 -0.052 -2.510
H -5.541 -1.279 -1.082
H -5.565 -0.384 -2.556
H -6.571 2.052 -0.283
H -7.174 0.466 -0.709
H -6.644 1.592 -2.000
H -2.235 -1.997 -1.019
H -3.472 -1.599 -0.087
C 3.646 -3.798 -2.832
C 2.366 -4.028 -2.068
O 2.418 -3.475 -0.748
O 3.749 -2.418 -3.247
H 3.801 -4.436 -3.700
H 4.494 -3.973 -2.159
H 2.152 -5.091 -1.949
H 1.534 -3.546 -2.601
H 2.287 -2.516 -0.804
H 3.361 -1.913 -2.520
C 1.577 3.816 1.254
C 2.499 3.531 0.104
O 1.778 2.841 -0.950
O 1.058 2.642 1.886
H 0.724 4.415 0.887
H 2.043 4.425 2.030
H 3.312 2.881 0.448
H 2.940 4.423 -0.331
H 1.450 1.992 -0.553
H 0.871 1.931 1.231
C -0.864 -4.734 -0.082
C -1.108 -4.144 1.292
O -0.059 -3.326 1.787
O -1.071 -3.770 -1.121
H -1.577 -5.534 -0.253
H 0.177 -5.059 -0.139
H -1.331 -4.941 2.006
H -2.015 -3.511 1.288
H 0.290 -2.819 1.036
H -0.549 -2.951 -0.944
C 3.859 -0.637 1.973
C 4.179 0.539 2.857
O 5.557 0.843 2.849
O 4.487 -0.477 0.705
H 2.769 -0.710 1.860
H 4.200 -1.566 2.438
H 3.861 0.373 3.887
H 3.588 1.423 2.548
H 5.831 0.777 1.923
H 3.801 -0.396 0.014
C -0.193 2.526 5.181
C 0.967 1.562 5.252
O 0.986 0.598 4.199
O 0.035 3.599 4.268
H -0.406 2.918 6.174
H -1.086 1.973 4.852
H 0.954 0.984 6.182
H 1.935 2.078 5.288
H 1.188 1.076 3.384
H 0.343 3.252 3.413



Entry 2:
A 2-piece molecular cluster, C4H11NO3 overall, computed with ωB97M-V/def2-TZVPD.

As for the SMILES: CC(=O)NCCO.O. As for the multiplicity: 1. The charge is 0. Its energy relative to the best compared isomer or geometry (same formula, charge and spin) is 50.0 kcal per mole. Its highest occupied orbital energy is -0.3481 Ha. Its largest force on an atom is 2.6 eV/A. The HOMO-LUMO gap comes out at 9.8 eV. The total energy comes out at -11957.94029 eV. The molecular weight comes out at 121.14 g mol⁻¹.

Positions of all 19 atoms, in Å:
C 1.466 -0.416 -1.647
C 1.768 -0.403 -0.162
N 0.958 0.181 0.785
C -0.434 0.575 0.453
C -1.008 1.531 1.473
O -2.113 0.969 2.245
O 2.833 -0.880 0.201
H 1.909 -1.301 -2.208
H 0.509 -0.276 -2.098
H 2.089 0.239 -2.230
H 1.188 0.005 1.737
H -0.348 1.045 -0.530
H -1.136 -0.258 0.220
H -1.202 2.493 0.979
H -0.206 1.891 2.174
H -1.972 -0.004 2.131
H -0.654 -1.856 -1.096
H -2.140 -2.127 -1.243
O -1.505 -1.407 -1.184



Entry 3:
C3H5HgNaO4 as an isolated structure, computed with ωB97M-V/def2-TZVPD.

Its expectation value of S² is 2.013. As for the multiplicity: 3. The charge is 0. Its energy relative to the best compared isomer or geometry (same formula, charge and spin) is 0.0 kcal per mole. Its highest occupied orbital energy (alpha / beta) is -0.2150 / -0.2413 Ha. Its largest force on an atom is 3.6 eV/A. The HOMO-LUMO gap (alpha / beta) comes out at 5.2 / 4.2 eV. The total energy comes out at -19966.94253 eV. The molecular weight comes out at 328.65 g mol⁻¹.

Positions of all 14 atoms, in Å:
Na -2.703 1.553 0.336
O -1.190 0.639 2.056
C -0.670 -0.587 1.893
H -1.260 -1.499 1.682
H -0.003 -0.919 2.711
C -1.081 -0.321 -0.791
O 0.208 0.423 -0.782
C 1.310 0.059 -1.391
O 1.432 -0.786 -2.236
O 2.290 0.765 -0.789
Hg 1.101 1.669 1.105
H -1.285 -0.324 -1.877
H -1.259 -1.391 -0.620
H 3.109 0.719 -1.297



Entry 4:
One molecule with the formula C3H2FNOS, computed with ωB97M-V/def2-TZVPD.

As for the SMILES: Fc1ncoc1S. As for the multiplicity: 1. The charge is 0. Its energy relative to the best compared isomer or geometry (same formula, charge and spin) is 8.9 kcal per mole. Its highest occupied orbital energy is -0.3262 Ha. Its largest force on an atom is 3.7 eV/A. The HOMO-LUMO gap comes out at 9.4 eV. The total energy comes out at -20232.34561 eV. The molecular weight comes out at 119.12 g mol⁻¹.

Positions of all 9 atoms, in Å:
C 0.330 -0.137 -0.023
C -1.462 -1.258 0.016
C -0.699 0.697 0.042
H 2.357 -1.213 0.274
H -2.106 -2.184 0.214
N -1.911 -0.067 0.034
O -0.150 -1.436 -0.106
F -0.794 2.042 -0.026
S 2.028 0.073 0.010



Entry 5:
C21H35Cl2CoN2O4 as an isolated structure, computed with ωB97M-V/def2-TZVPD.

Its expectation value of S² is 3.757. As for the multiplicity: 4. The charge is -1. Its highest occupied orbital energy (alpha / beta) is -0.1638 / -0.1690 Ha. Its largest force on an atom is 2.3 eV/A. The HOMO-LUMO gap (alpha / beta) comes out at 7.1 / 7.2 eV. The total energy comes out at -96190.13853 eV. The molecular weight comes out at 509.36 g mol⁻¹.

Positions of all 65 atoms, in Å:
O -1.149 0.179 -0.104
C -1.707 1.039 -0.973
C -2.531 0.295 -2.040
C -2.291 -1.048 -2.341
H -1.478 -1.567 -1.829
C -3.060 -1.704 -3.305
H -2.867 -2.763 -3.497
C -4.034 -0.994 -4.016
H -4.618 -1.491 -4.788
C -4.253 0.366 -3.736
H -5.001 0.931 -4.295
C -3.513 0.995 -2.740
H -3.656 2.055 -2.493
H -2.407 1.714 -0.431
C -0.309 3.284 -0.861
C -0.633 2.045 -1.657
H -0.117 4.180 -1.484
H 0.598 3.103 -0.266
H -1.131 3.533 -0.179
C -0.296 1.898 -2.959
C 0.681 2.746 -3.716
H -0.767 1.115 -3.556
H 0.231 3.207 -4.615
H 1.513 2.114 -4.069
H 1.112 3.544 -3.100
Co 0.973 0.252 -0.463
Cl 0.872 -1.780 -1.367
Cl 2.549 1.474 -1.263
H -3.386 -3.769 1.050
H -1.032 -4.957 1.303
C -2.801 -3.059 0.445
C -0.573 -4.077 0.828
N -1.448 -2.932 0.962
H -3.283 -2.078 0.476
C -1.085 -1.871 1.720
O -0.003 -1.726 2.279
H 0.382 -3.840 1.298
H -1.895 -1.115 1.791
H -2.779 -3.422 -0.589
H -0.419 -4.299 -0.235
H 1.794 2.940 4.428
H -0.649 2.217 5.308
C 1.231 3.196 3.520
C -0.992 2.397 4.281
N 0.116 2.281 3.340
H 1.891 3.149 2.651
C 0.161 1.314 2.405
O 1.077 1.214 1.559
H -1.763 1.667 4.019
H -0.685 0.613 2.445
H 0.837 4.213 3.647
H -1.416 3.409 4.236
C 4.997 -2.008 0.458
C 4.742 -1.581 1.915
C 3.234 -1.354 1.967
O 2.779 -1.060 0.640
C 3.850 -1.344 -0.294
H 5.967 -1.698 0.071
H 4.905 -3.093 0.349
H 5.247 -0.626 2.102
H 5.090 -2.305 2.650
H 2.714 -2.259 2.331
H 2.920 -0.519 2.608
H 4.157 -0.387 -0.733
H 3.408 -1.952 -1.092



Entry 6:
C3Cs7F2O9 as an isolated structure, computed with ωB97M-V/def2-TZVPD.

As for the multiplicity: 1. The charge is -1. Its highest occupied orbital energy is -0.1304 Ha. Its largest force on an atom is 3.2 eV/A. The HOMO-LUMO gap comes out at 4.8 eV. The total energy comes out at -30819.83011 eV. The molecular weight comes out at 1148.36 g mol⁻¹.

Positions of all 21 atoms, in Å:
Cs 1.393 0.350 -2.187
Cs -0.394 -3.486 1.736
Cs -1.918 3.565 -0.523
Cs 4.104 0.241 1.377
Cs -2.001 -2.485 -2.503
Cs -1.687 -0.228 0.737
Cs 0.534 0.628 4.199
F -2.556 -2.994 0.238
F -1.140 -1.223 3.649
C -1.894 1.105 -3.216
O -1.768 2.457 -3.251
O -1.672 0.393 -4.242
O -2.209 0.583 -2.015
C 0.759 2.224 1.405
O -0.426 2.155 1.857
O 1.827 2.125 2.112
O 0.818 2.113 0.112
C 2.065 -1.875 0.156
O 2.309 -2.043 1.388
O 3.051 -1.536 -0.697
O 0.803 -2.069 -0.334



Entry 7:
One molecule with the formula C21H22N2O6, computed with ωB97M-V/def2-TZVPD.

As for the SMILES: CC(=O)Nc1ccc(NC(=O)COc2cc(O)c3c(c2)OC(C)(C)CC3=O)cc1. As for the multiplicity: 1. The charge is 0. Its energy relative to the best compared isomer or geometry (same formula, charge and spin) is 3.0 kcal per mole. Its highest occupied orbital energy is -0.2970 Ha. Its largest force on an atom is 0.7 eV/A. The HOMO-LUMO gap comes out at 8.4 eV. The total energy comes out at -37401.08420 eV. The molecular weight comes out at 398.41 g mol⁻¹.

Positions of all 51 atoms, in Å:
C 4.795 4.278 4.054
C 4.564 3.011 3.254
O 4.980 1.928 3.592
N 3.838 3.246 2.120
C 3.416 2.344 1.139
C 2.646 2.839 0.087
C 2.196 1.999 -0.908
C 2.508 0.642 -0.877
C 3.280 0.145 0.168
C 3.729 0.987 1.167
H 4.323 0.596 1.975
H 3.525 -0.903 0.197
N 2.013 -0.164 -1.909
C 2.094 -1.506 -2.059
O 2.710 -2.275 -1.357
C 1.308 -2.002 -3.285
O 0.253 -1.154 -3.679
C -0.818 -1.012 -2.851
C -1.835 -0.191 -3.330
C -2.961 0.054 -2.560
C -3.072 -0.531 -1.273
C -2.050 -1.389 -0.823
C -0.925 -1.618 -1.604
H -0.164 -2.267 -1.205
O -2.094 -2.015 0.364
C -3.351 -2.067 1.055
C -4.236 -3.132 0.399
H -4.473 -2.855 -0.627
H -5.163 -3.242 0.954
H -3.714 -4.086 0.388
C -4.037 -0.700 1.014
C -4.172 -0.188 -0.402
O -5.118 0.514 -0.746
H -3.433 0.032 1.561
H -5.019 -0.745 1.484
C -3.010 -2.462 2.491
H -2.344 -1.726 2.932
H -3.915 -2.528 3.087
H -2.507 -3.425 2.495
O -3.911 0.857 -3.038
H -4.620 0.937 -2.352
H -1.748 0.258 -4.305
H 1.989 -2.031 -4.142
H 0.960 -3.022 -3.087
H 1.465 0.328 -2.605
H 1.595 2.395 -1.715
H 2.397 3.891 0.052
H 3.548 4.201 1.959
H 3.844 4.712 4.355
H 5.374 4.038 4.940
H 5.341 5.006 3.457



Entry 8:
A 2-piece molecular cluster, C4H13NO overall, computed with ωB97M-V/def2-TZVPD.

As for the SMILES: CCNCC.O. As for the multiplicity: 1. The charge is 0. Its energy relative to the best compared isomer or geometry (same formula, charge and spin) is 46.4 kcal per mole. Its highest occupied orbital energy is -0.3045 Ha. Its largest force on an atom is 5.1 eV/A. The HOMO-LUMO gap comes out at 9.1 eV. The total energy comes out at -7894.64971 eV. The molecular weight comes out at 91.15 g mol⁻¹.

Positions of all 19 atoms, in Å:
C -1.344 -0.684 0.649
N -0.761 -0.099 -0.547
C 0.153 1.107 -0.305
C -0.182 2.140 -1.466
C -0.918 -2.140 0.863
H -1.157 -0.078 1.500
H -2.499 -0.375 0.478
H -0.447 -0.647 -1.324
H 0.027 1.512 0.643
H 1.162 0.852 -0.454
H 0.251 1.920 -2.411
H -1.204 2.154 -1.728
H 0.090 3.211 -1.198
H -1.711 -2.570 1.560
H 0.055 -2.141 1.412
H -0.822 -2.869 0.123
H 2.936 0.299 0.720
H 2.942 -1.116 0.529
O 3.428 -0.477 0.955



Entry 9:
C4H8CsF3I2N2O2 as an isolated structure, computed with ωB97M-V/def2-TZVPD.

As for the multiplicity: 1. The charge is 0. Its energy relative to the best compared isomer or geometry (same formula, charge and spin) is 8.1 kcal per mole. Its highest occupied orbital energy is -0.2720 Ha. Its largest force on an atom is 1.5 eV/A. The HOMO-LUMO gap comes out at 7.2 eV. The total energy comes out at -36252.86132 eV. The molecular weight comes out at 559.83 g mol⁻¹.

Positions of all 22 atoms, in Å:
Cs -1.665 -1.755 -0.146
I 2.931 1.496 1.052
C 1.903 -0.019 2.159
I -0.042 0.609 2.773
H 2.479 -0.218 3.053
H 1.789 -0.921 1.536
C -4.559 3.389 0.308
O -4.044 2.082 0.072
C -2.734 1.873 -0.160
O -2.374 0.742 -0.425
N -1.927 2.959 -0.086
N -0.563 2.812 -0.325
H -5.637 3.276 0.370
H -4.323 4.072 -0.510
H -4.198 3.794 1.256
H -2.278 3.814 0.315
H -0.028 2.847 0.536
H -0.237 3.531 -0.958
F 1.673 -4.286 0.639
C 0.946 -3.106 0.721
F -0.346 -3.610 1.131
F 0.617 -2.894 -0.647



Entry 10:
An isolated ion of composition C4H12NSi and charge +1, computed with ωB97M-V/def2-TZVPD.

As for the multiplicity: 1. The charge is +1. Its energy relative to the best compared isomer or geometry (same formula, charge and spin) is 53.8 kcal per mole. Its highest occupied orbital energy is -0.5414 Ha. Its largest force on an atom is 3.0 eV/A. The HOMO-LUMO gap comes out at 9.3 eV. The total energy comes out at -13700.67300 eV. The molecular weight comes out at 102.23 g mol⁻¹.

Positions of all 18 atoms, in Å:
C -1.579 0.631 0.046
C -0.167 1.349 0.448
C -1.343 -0.810 0.232
C 0.846 0.738 -0.435
N -0.312 -1.331 -0.582
Si 2.390 -0.232 0.119
H -2.409 0.934 0.740
H -1.648 1.012 -1.018
H -0.301 2.397 0.240
H -0.036 1.191 1.526
H -1.133 -0.992 1.271
H -2.271 -1.411 0.134
H 0.548 1.107 -1.421
H 0.141 -2.186 -0.241
H -0.538 -1.332 -1.556
H 3.285 0.574 -0.499
H 2.177 -1.544 -0.489
H 2.350 -0.097 1.483



Entry 11:
One molecule with the formula C5H7NOS, computed with ωB97M-V/def2-TZVPD.

As for the SMILES: S/N=C1/CCC=CO1. As for the multiplicity: 1. The charge is 0. Its energy relative to the best compared isomer or geometry (same formula, charge and spin) is 83.5 kcal per mole. Its highest occupied orbital energy is -0.3214 Ha. Its largest force on an atom is 4.0 eV/A. The HOMO-LUMO gap comes out at 9.5 eV. The total energy comes out at -19667.98117 eV. The molecular weight comes out at 129.18 g mol⁻¹.

Positions of all 15 atoms, in Å:
C 0.997 0.378 -0.277
C -0.280 1.293 -0.359
C -1.278 0.573 0.774
C -1.518 -0.835 0.390
C -0.480 -1.483 -0.211
H 3.008 -1.453 -0.357
H -0.768 1.408 -1.392
H 0.038 2.266 -0.136
H -2.355 0.932 0.469
H -0.755 0.981 1.783
H -2.544 -1.250 0.221
H -0.435 -2.419 -0.734
N 2.163 0.780 -0.303
O 0.756 -0.901 -0.268
S 3.452 -0.271 0.401



Entry 12:
A 2-piece molecular cluster, C6H12O2 overall, computed with ωB97M-V/def2-TZVPD.

As for the SMILES: C/C=C(\C)O.CC=O. As for the multiplicity: 1. The charge is 0. Its energy relative to the best compared isomer or geometry (same formula, charge and spin) is 64.7 kcal per mole. Its highest occupied orbital energy is -0.3296 Ha. Its largest force on an atom is 5.1 eV/A. The HOMO-LUMO gap comes out at 9.7 eV. The total energy comes out at -10509.50343 eV. The molecular weight comes out at 116.16 g mol⁻¹.

Positions of all 20 atoms, in Å:
C 2.395 1.310 -0.479
C 1.502 0.788 0.620
C -3.145 -0.075 -0.749
C 1.315 -1.469 -0.455
C -2.489 0.344 0.518
C 0.946 -0.410 0.596
O -2.590 1.284 1.304
O 0.100 -0.881 1.669
H 2.508 2.403 -0.208
H 3.434 0.872 -0.541
H 1.145 1.368 1.469
H -3.516 -1.046 -0.689
H -2.433 0.036 -1.540
H -3.979 0.663 -1.065
H 1.092 -2.503 -0.111
H 2.359 -1.369 -0.783
H 0.672 -1.430 -1.423
H -1.841 -0.464 0.814
H 1.966 1.095 -1.438
H 0.556 -0.515 2.491